Record 1
{
  "formula": "C29H38N5O2",
  "method": "ωB97M-V with the def2-TZVPD basis set",
  "species": ["O", "O", "N", "N", "N", "N", "N", "C", "C", "C", "C", "C", "C", "C", "C", "C", "C", "C", "C", "C", "C", "C", "C", "C", "C", "C", "C", "C", "C", "C", "C", "C", "C", "C", "C", "C", "H", "H", "H", "H", "H", "H", "H", "H", "H", "H", "H", "H", "H", "H", "H", "H", "H", "H", "H", "H", "H", "H", "H", "H", "H", "H", "H", "H", "H", "H", "H", "H", "H", "H", "H", "H", "H", "H"],
  "positions_angstrom": [[6.97, 3.19, -1.05], [-7.76, 3.74, -1.07], [2.74, -4.53, 1.38], [-5.51, 2.06, -0.89], [4.35, 2.18, -0.93], [4.72, -3.89, 0.64], [0.25, -2.88, 1.46], [4.95, 2.45, -2.24], [-5.87, 2.93, 0.23], [6.27, 3.14, 0.20], [0.82, 1.28, -1.44], [-3.17, 2.04, -0.16], [2.84, -4.98, 0.07], [1.63, -4.77, 2.31], [2.03, 1.91, -1.60], [-0.52, -0.60, -0.52], [-1.96, 1.39, -0.09], [6.11, 3.43, -2.15], [0.71, 0.08, -0.66], [-7.44, 2.91, -2.18], [-0.32, -3.74, 3.60], [3.19, 1.42, -0.92], [-4.26, 1.45, -0.84], [-2.91, -0.53, -1.25], [-1.16, -2.66, 1.58], [-1.52, -2.95, 3.04], [-7.38, 3.15, 0.18], [0.85, -3.49, 2.63], [3.93, -3.92, 1.69], [-5.98, 2.49, -2.21], [4.08, -4.56, -0.38], [3.11, 0.19, -0.22], [5.26, 2.00, 0.20], [1.90, -0.47, -0.11], [-4.08, 0.18, -1.45], [-1.79, 0.07, -0.61], [-3.30, 3.02, 0.32], [-8.08, 2.01, -2.19], [2.09, 2.83, -2.18], [-5.38, 3.35, -2.57], [-5.61, 2.44, 1.17], [4.52, -4.73, -1.36], [-5.87, 1.64, -2.91], [5.75, 4.10, 0.41], [5.80, 1.04, 0.14], [4.00, -0.25, 0.23], [-1.12, 1.87, 0.41], [-7.68, 3.90, 0.93], [-0.10, -3.49, 4.64], [-5.35, 3.90, 0.16], [-1.37, -1.61, 1.36], [5.71, 4.46, -2.10], [-1.75, -3.28, 0.88], [4.11, -3.55, 2.70], [-2.45, -3.54, 3.11], [6.76, 3.31, -3.03], [-0.57, -4.81, 3.57], [1.83, -1.41, 0.45], [4.17, 2.86, -2.90], [-4.92, -0.27, -1.98], [1.55, -2.77, 3.10], [7.06, 2.95, 0.95], [-0.50, -1.69, -0.56], [5.34, 1.51, -2.69], [-7.89, 2.18, 0.35], [-2.81, -1.55, -1.61], [4.69, 2.04, 1.13], [2.03, -5.17, 3.26], [-7.64, 3.55, -3.06], [-1.66, -1.99, 3.54], [0.61, -3.16, 0.56], [0.93, -5.49, 1.85], [-0.07, 1.66, -1.93], [2.07, -5.55, -0.43]],
  "mulliken_charge": [-0.356, -0.353, 0.351, 0.211, 0.183, -0.661, 0.022, -0.436, -0.566, -0.778, -0.689, -0.394, -0.133, -1.276, -0.813, -0.448, -0.666, -0.624, -0.256, -0.623, -0.871, 0.663, 0.422, -0.791, -0.046, -0.734, -0.789, 0.319, -0.102, -0.424, -0.608, -0.233, -0.558, -0.875, -0.662, 0.526, 0.363, 0.339, 0.404, 0.271, 0.439, 0.418, 0.341, 0.362, 0.365, 0.443, 0.613, 0.361, 0.378, 0.355, -0.134, 0.344, 0.242, 0.380, 0.335, 0.325, 0.330, 0.478, 0.297, 0.425, 0.181, 0.352, 1.031, 0.271, 0.355, 0.409, 0.430, 0.287, 0.318, 0.318, 0.319, 0.371, 0.537, 0.414],
  "charge": 1,
  "e_lumo_ev": -4.86
}

---

Record 2
{
  "formula": "C4H5NO",
  "method": "ωB97M-V with the def2-TZVPD basis set",
  "species": ["O", "N", "C", "C", "C", "C", "H", "H", "H", "H", "H"],
  "positions_angstrom": [[2.20, -0.19, -0.23], [-1.29, -0.64, -0.27], [0.00, -1.08, -0.49], [0.86, -0.11, -0.06], [-1.24, 0.60, 0.37], [0.09, 0.93, 0.52], [0.26, -2.05, -0.89], [0.47, 1.84, 0.98], [-2.00, 1.38, 0.45], [2.59, 0.64, 0.05], [-2.02, -1.33, -0.41]],
  "mulliken_charge": [-0.540, -0.035, -0.757, 0.824, -0.580, -0.458, 0.368, 0.324, 0.319, 0.307, 0.227],
  "e_lumo_ev": 1.03,
  "smiles": "Oc1cc[nH]c1"
}

---

Record 3
{
  "formula": "C23H23FHfNO3",
  "method": "ωB97M-V with the def2-TZVPD basis set",
  "species": ["Hf", "F", "O", "O", "O", "N", "C", "C", "C", "C", "C", "C", "C", "C", "C", "C", "C", "C", "C", "C", "C", "C", "C", "C", "C", "C", "C", "C", "C", "H", "H", "H", "H", "H", "H", "H", "H", "H", "H", "H", "H", "H", "H", "H", "H", "H", "H", "H", "H", "H", "H", "H"],
  "positions_angstrom": [[0.07, -0.21, 0.21], [6.54, -1.99, 0.22], [-0.47, 0.43, -1.40], [1.83, -0.57, -0.22], [-0.48, 0.38, -3.63], [3.54, -0.17, -3.99], [-3.35, -1.27, 0.91], [4.12, 0.05, -5.34], [5.61, 0.34, -5.22], [4.51, -1.22, -0.58], [5.68, -0.96, -3.13], [1.60, -0.05, -2.57], [-0.73, 2.84, 2.18], [0.26, 0.52, 2.53], [-2.06, -0.67, 1.35], [3.73, -0.76, -1.66], [6.41, -1.43, -2.05], [0.13, 0.27, -2.62], [-1.01, -1.49, 1.90], [2.26, 0.07, -3.81], [2.35, -0.44, -1.46], [5.82, -1.55, -0.79], [1.12, -1.75, 3.27], [-0.75, 1.36, 1.97], [-1.88, 0.74, 1.35], [0.12, -0.90, 2.54], [6.31, -0.79, -4.47], [3.40, 1.15, -6.11], [4.32, -0.62, -2.96], [5.76, 1.29, -4.69], [6.04, 0.45, -6.21], [-3.49, -2.28, 1.30], [-1.21, -2.55, 2.07], [4.00, -0.90, -5.88], [1.98, -1.98, 2.63], [6.22, -1.73, -5.03], [7.38, -0.58, -4.36], [-3.44, -1.31, -0.18], [1.02, 0.97, 3.16], [1.51, -1.24, 4.15], [-2.71, 1.37, 1.02], [0.69, -2.70, 3.59], [1.66, 0.36, -4.66], [-4.19, -0.66, 1.26], [4.08, -1.31, 0.41], [4.00, 1.43, -6.97], [-0.36, 3.39, 1.31], [-0.11, 3.12, 3.03], [2.43, 0.84, -6.49], [3.27, 2.05, -5.50], [-1.74, 3.22, 2.37], [7.46, -1.69, -2.16]],
  "mulliken_charge": [1.363, -0.287, -0.573, -1.193, -0.446, 0.175, -1.353, 0.504, -0.989, -1.120, 0.868, 0.531, -1.333, -0.417, 0.410, 0.598, -0.691, 0.290, -0.583, -0.908, 1.733, 0.024, -1.233, 0.423, -0.346, 0.471, -0.916, -1.794, -0.605, 0.358, 0.407, 0.442, 0.696, 0.158, 0.223, 0.326, 0.509, 0.337, 0.674, 0.427, 0.651, 0.437, 0.635, 0.382, 0.618, 0.425, 0.338, 0.421, 0.525, 0.443, 0.395, 0.569],
  "charge": 3,
  "e_lumo_ev": -12.27
}

---

Record 4
{
  "formula": "C26H74N4O9",
  "method": "ωB97M-V with the def2-TZVPD basis set",
  "species": ["O", "O", "O", "O", "O", "O", "O", "O", "O", "N", "N", "N", "N", "C", "C", "C", "C", "C", "C", "C", "C", "C", "C", "C", "C", "C", "C", "C", "C", "C", "C", "C", "C", "C", "C", "C", "C", "C", "C", "H", "H", "H", "H", "H", "H", "H", "H", "H", "H", "H", "H", "H", "H", "H", "H", "H", "H", "H", "H", "H", "H", "H", "H", "H", "H", "H", "H", "H", "H", "H", "H", "H", "H", "H", "H", "H", "H", "H", "H", "H", "H", "H", "H", "H", "H", "H", "H", "H", "H", "H", "H", "H", "H", "H", "H", "H", "H", "H", "H", "H", "H", "H", "H", "H", "H", "H", "H", "H", "H", "H", "H", "H", "H"],
  "positions_angstrom": [[-2.99, -2.48, 2.06], [1.09, 4.35, 3.18], [2.06, 4.21, -1.26], [-3.86, 4.45, -1.00], [5.95, -1.72, -0.90], [2.47, -1.44, 3.06], [1.06, -0.06, -1.19], [0.25, -4.68, -2.06], [-2.86, 2.04, -4.55], [0.22, -3.16, 3.75], [-0.62, 0.77, -3.47], [-1.14, 3.65, -1.47], [0.09, -6.10, 1.26], [4.33, -1.60, 4.54], [4.51, 0.13, -0.20], [-1.59, -2.32, 2.31], [-5.21, 4.49, -1.34], [0.68, 2.40, 4.58], [-1.95, 3.15, -0.35], [-1.23, -3.21, 3.49], [-0.04, -6.14, -0.19], [1.54, 3.62, 4.32], [-1.77, 4.02, 0.89], [0.50, 0.49, 1.05], [2.47, 2.95, -1.88], [-3.41, 3.14, -0.75], [0.25, -3.35, -2.54], [-1.60, 2.62, -4.82], [-0.16, -4.72, -0.71], [-1.97, -2.76, 4.76], [0.02, -0.16, -0.22], [-1.20, -7.01, -0.68], [-0.55, 1.53, -4.77], [-3.88, 3.01, -4.55], [3.52, -2.29, 3.47], [-0.71, 0.54, -5.92], [3.58, 3.20, -2.85], [-3.61, -1.30, 1.64], [4.78, -1.37, -0.19], [-1.34, -1.28, 2.52], [3.71, 2.36, -3.54], [-3.99, 2.69, 0.08], [0.94, 1.46, 0.82], [-0.27, 0.54, 1.82], [-1.65, 2.13, -0.15], [2.63, 2.31, -1.02], [0.44, 1.97, -4.74], [-2.13, -6.61, -0.27], [-0.33, 2.69, 4.27], [1.34, -0.10, 1.41], [-5.45, 3.80, -2.16], [1.67, 4.14, 2.44], [-1.37, 4.59, -1.77], [3.36, 4.05, -3.49], [1.60, 2.58, -2.43], [0.98, 1.55, 3.95], [0.25, 0.10, -6.21], [-3.98, 3.48, -5.54], [4.41, 0.49, -1.22], [-3.59, 2.48, -1.61], [0.89, -6.51, -0.62], [-0.63, -5.52, 1.67], [-4.82, 2.50, -4.33], [6.72, -1.49, -0.36], [-1.11, -2.72, 1.41], [4.55, 3.29, -2.36], [-0.74, 3.95, 1.27], [1.85, 4.83, -1.97], [-0.16, 3.62, -1.21], [1.51, 4.30, 5.18], [-1.15, 1.02, -6.80], [0.71, 2.06, 5.61], [3.69, -1.32, 5.38], [-3.03, -2.69, 4.54], [-1.24, -7.05, -1.76], [0.75, 0.27, -2.05], [-0.84, 1.51, -2.78], [2.59, 3.33, 4.20], [-3.73, 3.77, -3.77], [0.30, -3.38, -3.62], [4.12, -2.56, 2.59], [-1.06, -8.00, -0.24], [4.75, -0.67, 4.17], [3.59, 0.34, 0.35], [-1.53, 0.30, -3.49], [0.49, -4.06, -0.11], [-0.52, -2.67, -2.18], [-0.10, -1.25, -0.06], [3.95, -1.84, -0.72], [-4.65, -1.51, 1.44], [3.18, -3.28, 3.82], [5.30, 0.70, 0.30], [-5.83, 4.22, -0.47], [0.75, -3.70, 3.07], [-1.58, -4.23, 3.30], [-1.45, 3.43, -4.09], [-1.52, -1.85, 5.16], [-1.91, 5.08, 0.68], [5.15, -2.24, 4.89], [-3.14, -0.89, 0.73], [-0.04, -7.04, 1.64], [-5.48, 5.50, -1.62], [1.22, -2.94, -2.20], [4.86, -1.64, 0.87], [-3.55, -0.52, 2.41], [-0.94, 0.15, -0.63], [-1.20, -4.38, -0.61], [-1.89, -3.54, 5.53], [0.39, -3.61, 4.64], [1.60, -1.83, 3.23], [-2.33, 3.68, 1.77], [-1.60, 3.05, -5.83], [-1.38, -0.28, -5.66]],
  "mulliken_charge": [-0.430, -0.482, -0.578, -0.372, -0.579, -0.376, -0.445, -0.447, -0.334, -0.501, -0.274, -0.037, -0.569, -1.228, -0.554, 1.018, -0.796, -0.426, 1.800, 0.226, 0.325, -0.414, -1.675, -0.783, 1.191, -0.992, -0.462, -0.635, -0.373, -1.776, 0.995, -1.371, 0.334, -0.785, -0.177, -1.473, -1.499, -0.694, 0.023, -0.057, 0.363, 0.522, 0.273, 0.415, -1.129, -0.121, 0.222, 0.292, 0.191, 0.061, 0.303, 0.259, 0.317, 0.447, -0.484, -0.118, 0.365, 0.347, 0.194, 0.418, 0.339, 0.059, 0.279, 0.332, -0.580, 0.339, 0.374, 0.298, 0.018, 0.285, 0.397, 0.419, 0.323, 0.388, 0.367, 0.239, -0.176, 0.299, 0.271, 0.334, 0.170, 0.376, 0.263, -0.073, 0.297, 0.225, 0.215, -0.809, 0.108, 0.377, 0.269, 0.476, 0.312, 0.402, 0.070, 0.273, 0.390, 0.325, 0.376, 0.195, 0.268, 0.244, 0.167, 0.083, 0.307, 0.160, 0.264, 0.450, 0.212, 0.321, 0.422, 0.476, 0.330],
  "e_lumo_ev": 0.62,
  "smiles": "COC[C@H](C)N.COC[C@H](C)N.COC[C@H](C)N.COC[C@H](C)N.CCO.CCO.CCO.CCO.CCO"
}